(1)
Formula: C22H25AlINO
Source: the Open Molecules 2025 dataset
Level of theory: wB97M-V/def2-TZVPD

CARTESIAN COORDINATES (ANGSTROEM)
C1 1.81322 -0.04564 3.13344
C2 2.16044 -0.69460 1.90035
C3 2.04732 0.22919 0.85305
H1 2.55654 -1.70680 1.80546
C4 1.70029 1.48849 1.37833
C5 1.57911 1.37065 2.80102
H2 1.68056 2.42697 0.83047
C6 -1.04320 -1.50796 3.56956
C7 -0.12785 -2.45231 3.00658
C8 -0.34033 -2.52534 1.62283
H3 0.55624 -3.07743 3.57728
C9 -1.35188 -1.61981 1.24252
C10 -1.80640 -0.93941 2.43900
H4 2.30341 0.03223 -0.18667
H5 1.60106 2.20111 3.50612
H6 2.00334 -0.43013 4.13815
H7 -2.75065 -0.39805 2.51550
H8 0.17088 -3.20922 0.94473
H9 -1.33927 -1.46121 4.61686
Al1 -0.25438 0.33242 2.93557
C11 -1.93241 -1.38250 -0.12890
C12 -3.44463 -1.65570 -0.11312
C13 -1.28024 -2.30431 -1.16609
H10 -3.63036 -2.69935 0.16908
H11 -3.85317 -1.47424 -1.11141
H12 -3.96005 -1.00220 0.59591
H13 -1.43412 -3.35147 -0.87617
H14 -0.20466 -2.11051 -1.25647
H15 -1.75136 -2.13926 -2.14064
C14 -1.63588 0.10937 -0.47382
C15 -2.17447 0.61262 -1.81114
H16 -0.54389 0.25442 -0.44978
H17 -2.05903 0.77011 0.30714
O1 -3.12377 0.10943 -2.41442
N1 -1.55141 1.71016 -2.34057
C16 -0.39842 2.44412 -1.82297
H18 -2.01659 2.08480 -3.15805
C17 0.93425 1.88052 -2.28324
C18 2.11097 2.55893 -1.94103
H19 2.03177 3.51004 -1.40368
C19 3.35508 2.02296 -2.28313
H20 4.26638 2.54671 -1.98399
C20 3.42615 0.82282 -3.00593
H21 4.40012 0.40064 -3.26592
C21 2.25047 0.17402 -3.40131
H22 2.28540 -0.74736 -3.98612
C22 1.00287 0.71086 -3.05038
H23 0.07937 0.23027 -3.38580
H24 -0.44186 2.46485 -0.71986
H25 -0.48832 3.48882 -2.15728
I1 -1.37668 1.94725 4.42892

Output
DFT total energy, Ha: -1523.4943
Frontier orbital gap, eV: 8.45
LUMO, eV: 0.14

=====

(2)
Formula: C22H25BCuIN5O2
Source: the Open Molecules 2025 dataset
Level of theory: wB97M-V/def2-TZVPD

CARTESIAN COORDINATES (ANGSTROEM)
Cu1 1.81794 1.88374 0.16602
C1 -4.80433 3.66973 -4.64700
C2 -4.57472 2.15184 -4.64480
C3 -5.94168 1.46815 -4.60456
C4 -3.88059 1.74639 -5.95268
C5 -3.69226 1.76749 -3.45497
C6 -4.11552 0.88944 -2.46286
C7 -3.30151 0.54125 -1.37654
C8 -2.04878 1.09947 -1.31398
O1 -1.07059 0.93826 -0.38940
B1 0.06193 1.74998 -0.78127
O2 -0.35122 2.38755 -2.00687
C9 -1.60993 1.98055 -2.29747
C10 -2.40481 2.32468 -3.36443
H1 -5.42789 3.96047 -5.49730
H2 -3.86279 4.21520 -4.71528
H3 -5.30464 3.98202 -3.72836
H4 -6.52817 1.77656 -5.47331
H5 -6.50062 1.74192 -3.70786
H6 -5.84726 0.38103 -4.63213
H7 -4.49654 2.02233 -6.81342
H8 -3.71366 0.66784 -5.97844
H9 -2.91206 2.23588 -6.05838
H10 -5.10261 0.45145 -2.51491
H11 -3.64772 -0.14326 -0.61291
H12 -2.02869 3.01346 -4.11079
C11 0.68378 -1.37513 1.36315
C12 2.08893 -1.42131 0.88329
N1 2.66959 -0.53886 0.11598
C13 3.97591 -0.93938 -0.02160
C14 4.19132 -2.08785 0.66899
N2 2.97651 -2.39896 1.25589
C15 2.68856 -3.60193 1.98138
N3 2.32267 -3.37101 3.36057
N4 1.21022 -3.95500 3.85382
N5 1.11522 -3.71153 5.10544
C16 2.19743 -2.94325 5.47850
C17 2.55249 -2.41085 6.72254
C18 3.70775 -1.66975 6.77725
C19 4.49766 -1.44533 5.62794
C20 4.16082 -1.95712 4.39793
C21 2.98907 -2.71950 4.35411
H13 0.13220 -0.65172 0.76596
H14 0.65576 -1.05289 2.40690
H15 0.19760 -2.35154 1.29529
H16 4.68031 -0.36090 -0.59592
H17 5.06237 -2.70581 0.80737
H18 3.57703 -4.23307 1.93516
H19 1.84769 -4.14271 1.54836
H20 1.93073 -2.57430 7.59216
H21 4.01644 -1.22617 7.71483
H22 5.37675 -0.82004 5.71017
H23 4.73612 -1.73003 3.51200
I1 3.69133 1.23863 2.96782
C22 3.45283 2.47076 1.13778
H24 4.43251 2.31164 0.67706
H25 3.47116 3.47153 1.57378

Output
DFT total energy, Ha: -3240.7289
Frontier orbital gap, eV: 6.43
LUMO, eV: 2.50
Total charge: -1
Energy relative to the best compared isomer or geometry (same formula, charge and spin), kJ/mol: 0.0

=====

Number 1: largest force on an atom 1.60 eV/Å. Number 2: largest force on an atom 0.14 eV/Å.